No. 1
# C5H9BrO

The molecule C5H9BrO at a distorted geometry (ωB97M-V/def2-TZVPD, the OMol25 dataset).

## Properties
E_LUMO	0.84	eV
E_tot	-2845.088443	Eh
highest occupied orbital energy	-7.59	eV
structure (SMILES)	CO/C(C)=C(\C)Br
ΔE to the lowest compared entry with this formula, charge and spin	0.4863	eV
HOMO-LUMO gap	0.3097	Eh

```
! wB97M-V def2-TZVPD RIJCOSX def2/J DEFGRID3
* xyz 0 1
C -0.15 -0.17 -0.05
C -1.36 0.65 -0.29
C -0.20 -1.68 -0.11
C -1.30 2.11 -0.32
C 2.13 -0.41 0.61
O 1.01 0.42 0.37
Br -2.96 -0.28 -0.44
H -0.85 -2.12 -0.84
H -0.47 -2.25 0.75
H 0.79 -1.90 -0.34
H -0.21 2.40 -0.47
H -1.90 2.43 -1.25
H -1.74 2.54 0.51
H 1.87 -1.15 1.41
H 2.94 0.28 0.82
H 2.40 -0.88 -0.37
*
```

Here are the natural (NBO) charges for atoms 1 to 4, given in e: 0.327 -0.195 -0.701 -0.652



No. 2
# C9H14INO4

The molecule C9H14INO4 at a distorted geometry (ωB97M-V/def2-TZVPD, the OMol25 dataset).

## Properties
E_LUMO	0.41	eV
E_tot	-1004.564515	Eh
highest occupied orbital energy	-9.08	eV
structure (SMILES)	C=CC[C@H](CON=O)OC(=O)[C@@H](I)CC
HOMO-LUMO gap	0.3486	Eh

```
! wB97M-V def2-TZVPD RIJCOSX def2/J DEFGRID3
* xyz 0 1
C 0.61 -2.56 1.17
C 0.34 -2.22 -0.09
C -1.05 -1.81 -0.55
C -1.39 -0.44 0.06
C -2.84 0.00 -0.28
O -2.93 1.25 -0.92
N -3.44 2.25 -0.06
O -2.98 3.28 -0.33
O -0.45 0.52 -0.48
C -0.03 1.42 0.42
O -0.76 1.88 1.20
C 1.45 1.88 0.39
I 1.84 2.94 2.23
C 2.42 0.68 0.31
C 2.56 0.30 -1.17
H 1.22 -3.46 1.30
H 0.31 -1.97 2.03
H 1.16 -2.21 -0.80
H -1.70 -2.57 -0.14
H -1.12 -1.81 -1.64
H -1.21 -0.51 1.14
H -3.45 -0.07 0.63
H -3.25 -0.75 -0.97
H 1.62 2.57 -0.43
H 1.96 -0.12 0.89
H 3.39 0.94 0.72
H 2.98 -0.71 -1.27
H 1.58 0.30 -1.64
H 3.17 1.02 -1.71
*
```

Here are the natural (NBO) charges for atoms 1 to 4, given in e: -0.434 -0.152 -0.468 0.084



No. 3
# C4H12ClO2S

A cluster of 3 separate species, C4H12ClO2S in total at a distorted geometry (ωB97M-V/def2-TZVPD, the OMol25 dataset).

## Properties
E_LUMO	3.51	eV
E_tot	-1168.413887	Eh
highest occupied orbital energy	-4.54	eV
ΔE to the lowest compared entry with this formula, charge and spin	0.2767	eV
HOMO-LUMO gap	0.2956	Eh

```
! wB97M-V def2-TZVPD RIJCOSX def2/J DEFGRID3
* xyz -1 1
Cl 0.11 -0.83 -2.24
C 1.88 -3.20 2.41
C 1.66 -2.76 0.98
O 0.45 -2.05 0.91
H 1.03 -3.62 2.94
H 1.85 -2.44 2.98
H 2.76 -4.00 2.48
H 1.70 -3.46 0.10
H 2.41 -1.96 0.70
H 0.23 -2.02 0.03
C -2.42 1.98 -0.47
S -1.81 2.72 -2.00
O -2.32 4.17 -2.03
C -0.14 2.88 -1.51
H -1.51 1.47 -0.09
H -3.36 1.46 -0.82
H -3.04 2.79 0.20
H -0.15 3.56 -0.88
H 0.39 3.40 -2.40
H 0.27 1.92 -1.30
*
```

Here are the natural (NBO) charges for atoms 1 to 4, given in e: -0.978 -0.621 -0.073 -0.746



No. 4
# C3H4N2O

The molecule C3H4N2O (ωB97M-V/def2-TZVPD, the OMol25 dataset).

## Properties
E_LUMO	-0.02	eV
E_tot	-301.428470	Eh
highest occupied orbital energy	-10.50	eV
structure (SMILES)	O[C@H]1C=NC=N1
ΔE to the lowest compared entry with this formula, charge and spin	1.5990	eV
HOMO-LUMO gap	0.3851	Eh

```
! wB97M-V def2-TZVPD RIJCOSX def2/J DEFGRID3
* xyz 0 1
O 1.47 -1.22 -0.52
C 0.57 -0.16 -0.49
C -0.91 -0.47 -0.34
N -1.49 0.38 0.43
C -0.40 1.19 0.89
N 0.78 0.90 0.50
H 1.38 -1.73 0.30
H -1.45 -1.26 -0.86
H -0.62 2.03 1.54
H 0.68 0.35 -1.46
*
```

Here are the natural (NBO) charges for atoms 1 to 4, given in e: -0.676 0.127 0.093 -0.435



No. 5
# C3F33HfO9P4S3

A structure of composition C3F33HfO9P4S3 at a distorted geometry (ωB97M-V/def2-TZVPD, the OMol25 dataset).

## Properties
E_LUMO	6.04	eV
E_tot	-6696.122158	Eh
highest occupied orbital energy	-3.07	eV
ΔE to the lowest compared entry with this formula, charge and spin	3.0443	eV
HOMO-LUMO gap	0.3345	Eh

```
! wB97M-V def2-TZVPD RIJCOSX def2/J DEFGRID3
* xyz -3 1
Hf 0.20 0.04 -0.09
C -1.98 -0.68 -4.57
F -3.13 -0.75 -5.25
F -1.13 -1.76 -4.81
F -1.41 0.46 -4.88
S -2.47 -0.54 -2.68
O -3.23 0.73 -2.63
O -3.24 -1.75 -2.44
O -1.15 -0.38 -1.91
C 3.62 2.56 2.17
F 4.08 1.46 2.76
F 4.09 3.62 2.81
F 3.94 2.45 0.96
S 1.64 2.68 2.21
O 1.22 2.68 3.60
O 1.42 3.98 1.59
O 1.14 1.50 1.43
C -3.23 -1.36 2.97
F -3.65 -0.10 2.88
F -2.15 -1.41 3.76
F -4.14 -2.19 3.40
S -2.79 -1.91 1.14
O -2.48 -3.33 1.27
O -3.95 -1.53 0.35
O -1.56 -1.13 0.74
P -2.03 2.69 0.84
F -2.40 4.08 0.08
F -1.18 3.49 1.96
F -3.38 2.58 1.78
F -1.52 1.26 1.40
F -2.85 1.83 -0.27
F -0.75 2.47 -0.15
P 2.22 1.82 -2.17
F 1.91 2.47 -3.54
F 0.72 1.24 -2.02
F 2.63 0.52 -2.96
F 2.42 0.94 -0.74
F 3.72 2.47 -2.07
F 1.43 3.03 -1.44
P 1.66 -1.93 2.52
F 2.88 -0.97 3.19
F 0.55 -0.82 2.77
F 1.75 -1.07 1.12
F 0.53 -2.87 1.85
F 2.67 -3.04 1.87
F 1.56 -2.71 3.92
P 1.11 -3.04 -1.89
F 2.10 -3.64 -3.03
F 2.17 -1.97 -1.16
F 0.76 -1.84 -2.83
F 0.22 -2.13 -0.82
F -0.13 -4.02 -2.25
F 1.54 -4.16 -0.76
*
```

Here are the natural (NBO) charges for atoms 1 to 4, given in e: 2.754 0.755 -0.325 -0.330



No. 6
# C8H11Cl

The molecule C8H11Cl at a distorted geometry (ωB97M-V/def2-TZVPD, the OMol25 dataset).

## Properties
E_LUMO (spin up / spin down)	-0.46 / 0.17	eV
E_tot	-771.398114	Eh
highest occupied orbital energy (spin up / spin down)	-7.90 / -8.75	eV
ΔE to the lowest compared entry with this formula, charge and spin	3.3872	eV
HOMO-LUMO gap (spin up / spin down)	0.2735 / 0.3275	Eh

```
! wB97M-V def2-TZVPD RIJCOSX def2/J DEFGRID3
* xyz 0 1
C -1.17 0.55 0.57
C -1.59 -1.77 1.56
C 0.08 0.42 0.31
C -0.33 -2.11 1.45
C -2.15 -0.46 1.19
C 1.96 -0.41 -1.26
C 0.89 1.94 -1.43
C 1.26 0.81 -0.47
Cl 0.40 -3.51 1.99
H -1.89 1.39 0.24
H -2.30 -2.22 2.27
H -2.66 0.01 2.12
H -3.01 -0.56 0.45
H 3.05 -0.29 -1.22
H 1.59 -0.34 -2.29
H 1.58 -1.29 -0.80
H -0.19 2.07 -1.45
H 1.12 1.69 -2.45
H 1.26 2.90 -1.09
H 2.09 1.17 0.32
*
```

Here are the natural (NBO) charges for atoms 1 to 4, given in e: -0.339 -0.361 0.212 -0.025



No. 7
# C2H11NO2

A cluster of 3 separate species, C2H11NO2 in total (ωB97M-V/def2-TZVPD, the OMol25 dataset).

## Properties
E_LUMO	0.33	eV
E_tot	-288.004502	Eh
highest occupied orbital energy	-8.40	eV
structure (SMILES)	CNC.O.O
ΔE to the lowest compared entry with this formula, charge and spin	0.9247	eV
HOMO-LUMO gap	0.3208	Eh

```
! wB97M-V def2-TZVPD RIJCOSX def2/J DEFGRID3
* xyz 0 1
C -1.54 -0.03 -1.67
N -1.33 -0.52 -0.33
C -1.17 -1.96 -0.26
H -2.55 -0.27 -1.99
H -0.77 -0.39 -2.38
H -1.45 1.06 -1.65
H -0.57 -0.05 0.14
H -0.23 -2.34 -0.71
H -1.16 -2.30 0.77
H -1.99 -2.45 -0.80
H 1.06 0.75 1.61
H 0.99 2.22 1.88
O 0.47 1.42 2.01
H 2.88 0.18 -0.44
H 3.72 1.24 0.21
O 2.82 0.88 0.21
*
```

Here are the natural (NBO) charges for atoms 1 to 4, given in e: -0.410 -0.624 -0.411 0.190



No. 8
# C18H19N5O5

The molecule C18H19N5O5 at a distorted geometry (ωB97M-V/def2-TZVPD, the OMol25 dataset).

## Properties
E_LUMO	-0.93	eV
E_tot	-1347.143576	Eh
highest occupied orbital energy	-8.65	eV
structure (SMILES)	CCCc1nn(C)c2c1[C@H](c1cc(OC)c(O)c([N+](=O)[O-])c1)C(C#N)=C(N)O2
ΔE to the lowest compared entry with this formula, charge and spin	7.6120	eV
HOMO-LUMO gap	0.2837	Eh

```
! wB97M-V def2-TZVPD RIJCOSX def2/J DEFGRID3
* xyz 0 1
N 1.92 -4.69 0.45
O 4.50 2.11 1.66
O 3.59 0.67 2.97
C 1.09 -3.93 0.21
N -3.19 0.35 0.32
O -1.95 -2.60 -1.39
O 3.63 2.28 -0.77
O 1.93 1.11 -2.76
C -2.03 0.14 0.90
C -0.88 -3.42 -1.10
C -2.24 -1.49 -0.60
C 0.02 -3.06 -0.13
C -1.40 -1.04 0.32
C 1.13 -0.36 -1.13
C 1.99 -0.41 1.12
C 2.01 0.66 -1.46
C 2.85 1.22 -0.45
C 2.90 0.68 0.85
C 1.08 -0.87 0.17
N -0.83 -4.65 -1.70
N -3.33 -0.66 -0.59
N 3.72 1.19 1.86
C 1.19 2.33 -2.89
C -0.08 -1.74 0.56
C -4.48 -0.75 -1.52
C -0.03 3.00 2.47
C -1.45 1.00 1.97
C -0.77 2.24 1.36
H 4.05 2.59 0.07
H 0.46 -0.71 -1.88
H 1.91 -0.78 2.13
H -1.69 -4.93 -2.17
H -0.27 -5.37 -1.27
H 1.90 3.15 -2.97
H 0.60 2.35 -3.80
H 0.52 2.51 -2.09
H -0.04 -1.97 1.64
H -5.42 -0.62 -1.02
H -4.41 -1.69 -2.08
H -4.39 0.08 -2.20
H 0.52 3.80 2.01
H 0.64 2.34 3.06
H -0.76 3.42 3.14
H -2.24 1.33 2.65
H -0.76 0.39 2.56
H -0.02 1.91 0.61
H -1.48 2.90 0.89
*
```

Here are the natural (NBO) charges for atoms 1 to 4, given in e: -0.335 -0.412 -0.369 0.280